Here is 14 unconnected molecules or ions with the total composition C64H169N13O19 from OMol25. Energies are from ωB97M-V/def2-TZVPD.

Bonds (Å) are listed after each position.
Cartesian coordinates (Å):
1 C 16.8208 20.8076 20.6005  O2 1.436, H10 1.117, H11 1.112, H12 1.077
2 O 17.2048 19.7295 19.7333  C1 1.436, C3 1.465
3 C 17.6792 18.5669 20.4876  O2 1.465, C4 1.573, H13 1.073, H14 1.076
4 C 19.2344 18.7634 20.6162  C3 1.573, N5 1.415, H15 1.086, H16 1.102
5 N 19.7567 17.7556 21.4614  C4 1.415, C6 1.490, H17 0.999
6 C 21.2250 17.8520 21.6952  N5 1.490, C7 1.547, H18 1.113, H19 1.091
7 C 21.5933 16.8413 22.8070  C6 1.547, O8 1.456, H20 1.126, H21 1.069
8 O 21.5167 15.5239 22.1916  C7 1.456, C9 1.441
9 C 22.0830 14.4796 23.0078  O8 1.441, H22 1.106, H23 1.085, H24 1.099
10 H 17.5561 21.0959 21.3909  C1 1.117
11 H 15.8896 20.4319 21.0773  C1 1.112
12 H 16.6336 21.6928 20.0159  C1 1.077
13 H 17.4817 17.6924 19.8986  C3 1.073
14 H 17.2678 18.5171 21.4802  C3 1.076
15 H 19.4026 19.7489 21.0394  C4 1.086
16 H 19.6408 18.7136 19.5932  C4 1.102
17 H 19.5159 16.8229 21.1984  N5 0.999
18 H 21.4617 18.8786 22.0541  C6 1.113
19 H 21.9263 17.7568 20.8655  C6 1.091
20 H 20.8571 16.9096 23.6564  C7 1.126
21 H 22.6314 17.0161 22.9907  C7 1.069
22 H 21.7718 14.5644 24.0659  C9 1.106
23 H 23.1650 14.3934 23.0038  C9 1.085
24 H 21.6010 13.5667 22.6303  C9 1.099
25 C 16.6552 18.6472 16.1707  O26 1.379, H34 1.086, H35 1.092, H36 1.143
26 O 17.3823 18.4710 15.0121  C25 1.379, C27 1.412
27 C 16.6423 17.9129 13.9465  O26 1.412, C28 1.491, H37 1.089, H38 1.088
28 C 17.5076 17.8713 12.7326  C27 1.491, N29 1.499, H39 1.059, H40 1.108
29 N 16.7312 17.5517 11.4904  C28 1.499, C30 1.482, H41 0.982
30 C 17.4193 17.7935 10.2003  N29 1.482, C31 1.523, H42 1.117, H43 1.067
31 C 18.1901 16.5863 9.6826  C30 1.523, O32 1.444, H44 1.098, H45 1.083
32 O 18.8326 16.8656 8.4201  C31 1.444, C33 1.429
33 C 20.0395 17.6117 8.5865  O32 1.429, H46 1.122, H47 1.103, H48 1.103
34 H 16.0158 19.5158 16.0474  C25 1.086
35 H 17.2309 18.9539 17.0459  C25 1.092
36 H 16.0258 17.7455 16.4837  C25 1.143
37 H 15.7809 18.4979 13.6283  C27 1.089
38 H 16.2306 16.9434 14.2175  C27 1.088
39 H 18.2030 17.0766 12.8109  C28 1.059
40 H 18.1212 18.7846 12.6020  C28 1.108
41 H 15.9289 18.1168 11.5220  N29 0.982
42 H 18.1477 18.6409 10.1990  C30 1.117
43 H 16.6668 17.9972 9.4712  C30 1.067
44 H 17.5297 15.7229 9.5245  C31 1.098
45 H 18.9409 16.2534 10.3887  C31 1.083
46 H 19.9038 18.7174 8.7232  C33 1.122
47 H 20.6444 17.5844 7.6644  C33 1.103
48 H 20.6181 17.1948 9.4276  C33 1.103
49 C 22.6055 15.3768 14.5673  O50 1.407, H58 1.149, H59 1.066, H60 1.091
50 O 22.8235 15.8425 15.8765  C49 1.407, C51 1.380
51 C 24.1865 15.7956 16.0861  O50 1.380, C52 1.521, H61 1.097, H62 1.120
52 C 24.5491 16.4534 17.4089  C51 1.521, N53 1.497, H63 1.041, H64 1.063
53 N 23.9733 15.6844 18.5567  C52 1.497, C54 1.495, H65 1.040
54 C 24.7889 14.4822 18.9080  N53 1.495, C55 1.465, H66 1.100, H67 1.121
55 C 23.9743 13.5324 19.6701  C54 1.465, O56 1.443, H68 1.115, H69 1.081
56 O 22.9298 13.0036 18.8258  C55 1.443, C57 1.454
57 C 21.8599 12.5647 19.7067  O56 1.454, H70 1.149, H71 1.096, H72 1.074
58 H 21.4877 15.5826 14.3978  C49 1.149
59 H 22.8234 14.3413 14.4372  C49 1.066
60 H 23.1285 15.9954 13.8367  C49 1.091
61 H 24.6385 16.2761 15.2090  C51 1.097
62 H 24.5405 14.7332 16.0765  C51 1.120
63 H 24.1564 17.4174 17.4402  C52 1.041
64 H 25.5837 16.6708 17.5147  C52 1.063
65 H 23.0985 15.2813 18.1651  N53 1.040
66 H 25.6434 14.8011 19.5235  C54 1.100
67 H 25.2564 14.0674 17.9769  C54 1.121
68 H 23.4395 14.0607 20.4929  C55 1.115
69 H 24.4893 12.7310 20.1815  C55 1.081
70 H 22.4234 11.9913 20.5279  C57 1.149
71 H 21.1328 11.8134 19.3765  C57 1.096
72 H 21.2986 13.4034 20.0738  C57 1.074
73 C 9.2840 24.4721 18.3034  O74 1.347, H82 1.058, H83 1.109, H84 1.064
74 O 10.4265 24.2509 18.9827  C73 1.347, C75 1.415
75 C 11.5363 24.9071 18.4001  O74 1.415, C76 1.554, H85 1.112, H86 1.057
76 C 12.7682 24.0511 18.8059  C75 1.554, N77 1.499, H87 1.152, H88 1.117
77 N 12.5625 22.6420 18.3377  C76 1.499, C78 1.486, H89 1.010
78 C 13.7458 21.7530 18.4680  N77 1.486, C79 1.548, H90 1.036, H91 1.115
79 C 13.7215 20.6034 17.4320  C78 1.548, O80 1.404, H92 1.134, H93 1.097
80 O 12.5441 19.8455 17.5320  C79 1.404, C81 1.406
81 C 12.2865 19.0243 16.4197  O80 1.406, H94 1.099, H95 1.117, H96 1.086
82 H 9.1034 25.4393 17.9150  C73 1.058
83 H 8.4438 24.3160 19.0098  C73 1.109
84 H 9.1416 23.7665 17.5205  C73 1.064
85 H 11.6331 25.9292 18.8276  C75 1.112
86 H 11.4760 24.9117 17.3447  C75 1.057
87 H 13.0269 24.1503 19.9237  C76 1.152
88 H 13.6372 24.5094 18.2742  C76 1.117
89 H 11.7374 22.3511 18.8431  N77 1.010
90 H 13.8188 21.3726 19.4285  C78 1.036
91 H 14.6226 22.4285 18.3309  C78 1.115
92 H 14.5919 19.8882 17.5601  C79 1.134
93 H 13.8217 21.0729 16.4461  C79 1.097
94 H 11.2961 18.5578 16.5130  C81 1.099
95 H 13.0643 18.2334 16.2907  C81 1.117
96 H 12.3289 19.6262 15.5168  C81 1.086
97 C 22.7259 24.9132 18.8900  O98 1.391, H106 1.084, H107 1.094, H108 1.086
98 O 23.1518 25.7823 19.8892  C97 1.391, C99 1.397
99 C 24.3304 26.4810 19.6151  O98 1.397, C100 1.512, H109 1.149, H110 1.050
100 C 24.8571 27.0319 20.9206  C99 1.512, N101 1.433, H111 1.066, H112 1.087
101 N 24.7973 26.0314 21.9440  C100 1.433, C102 1.419, H113 1.017
102 C 25.0800 26.4532 23.2689  N101 1.419, C103 1.525, H114 1.101, H115 1.054
103 C 25.0019 25.2478 24.1988  C102 1.525, O104 1.389, H116 1.148, H117 1.102
104 O 23.7977 24.5651 24.3146  C103 1.389, C105 1.425
105 C 22.9775 25.3062 25.2143  O104 1.425, H118 1.093, H119 1.083, H120 1.079
106 H 23.4826 24.2157 18.5482  C97 1.084
107 H 22.4550 25.4625 17.9830  C97 1.094
108 H 21.8906 24.3029 19.2193  C97 1.086
109 H 24.1150 27.3043 18.8425  C99 1.149
110 H 25.0180 25.8472 19.1368  C99 1.050
111 H 24.2995 27.8953 21.2035  C100 1.066
112 H 25.8733 27.3954 20.7902  C100 1.087
113 H 23.9287 25.5328 21.7677  N101 1.017
114 H 24.3862 27.2374 23.6101  C102 1.101
115 H 26.0834 26.7711 23.2120  C102 1.054
116 H 25.3408 25.6108 25.2335  C103 1.148
117 H 25.7109 24.5272 23.7597  C103 1.102
118 H 23.4484 25.7575 26.0911  C105 1.093
119 H 22.2284 24.5977 25.5448  C105 1.083
120 H 22.5367 26.1691 24.7391  C105 1.079
121 C 18.5201 14.7331 19.0206  C122 1.517, H127 1.139, H128 1.097, H129 1.081
122 C 19.5854 14.9067 17.9543  C121 1.517, C123 1.474, N126 1.507, H130 1.103
123 C 18.9855 15.2515 16.6529  C122 1.474, O124 1.439, H131 1.106, H132 1.094
124 O 18.4916 14.0062 16.1261  C123 1.439, C125 1.406
125 C 17.1813 14.0404 15.6188  O124 1.406, H133 1.116, H134 1.086, H135 1.080
126 N 20.3120 16.1508 18.3960  C122 1.507, H136 1.031, H137 1.069
127 H 19.0291 14.7000 20.0386  C121 1.139
128 H 18.0137 13.7610 18.9663  C121 1.097
129 H 17.8550 15.5821 19.0982  C121 1.081
130 H 20.3039 14.0890 17.7793  C122 1.103
131 H 19.6664 15.6913 15.9011  C123 1.106
132 H 18.1126 15.9100 16.6818  C123 1.094
133 H 17.1112 14.7199 14.7363  C125 1.116
134 H 16.5179 14.3267 16.4300  C125 1.086
135 H 16.9425 13.0271 15.3312  C125 1.080
136 H 21.0429 16.4580 17.7371  N126 1.031
137 H 20.7613 15.8770 19.3265  N126 1.069
138 C 16.6675 24.9672 19.9433  C139 1.511, H144 1.124, H145 1.097, H146 1.081
139 C 18.0613 25.5494 19.9485  C138 1.511, C140 1.548, N143 1.432, H147 1.115
140 C 19.1292 24.7660 20.7491  C139 1.548, O141 1.419, H148 1.084, H149 1.048
141 O 18.8601 24.9349 22.1324  C140 1.419, C142 1.372
142 C 19.4567 24.0149 22.9576  O141 1.372, H150 1.147, H151 1.116, H152 1.102
143 N 18.6290 25.8361 18.6657  C139 1.432, H153 1.052, H154 1.005
144 H 16.4375 24.2488 19.1093  C138 1.124
145 H 16.0164 25.8103 19.6814  C138 1.097
146 H 16.3729 24.7458 20.9591  C138 1.081
147 H 17.9264 26.4939 20.5252  C139 1.115
148 H 20.1470 25.0882 20.5629  C140 1.084
149 H 19.0112 23.7767 20.4231  C140 1.048
150 H 18.8899 23.9611 23.9529  C142 1.147
151 H 20.5159 24.2430 23.2240  C142 1.116
152 H 19.5260 22.9959 22.5439  C142 1.102
153 H 17.8742 26.1295 17.9946  N143 1.052
154 H 19.1744 26.6756 18.7547  N143 1.005
155 C 20.9374 18.6593 12.7118  C156 1.562, H161 1.074, H162 1.126, H163 1.155
156 C 22.3435 19.3320 12.6171  C155 1.562, C157 1.504, N160 1.462, H164 1.120
157 C 22.9194 18.9263 11.2888  C156 1.504, O158 1.428, H165 1.067, H166 1.081
158 O 23.0168 17.5021 11.3026  C157 1.428, C159 1.470
159 C 23.7772 17.0113 10.1446  O158 1.470, H167 1.038, H168 1.065, H169 1.129
160 N 22.2366 20.7878 12.5370  C156 1.462, H170 1.056, H171 1.015
161 H 21.0517 17.6195 12.4688  C155 1.074
162 H 20.2253 19.1514 11.9914  C155 1.126
163 H 20.4952 18.8043 13.7690  C155 1.155
164 H 22.9552 18.9776 13.4853  C156 1.120
165 H 23.9211 19.2783 11.1806  C157 1.067
166 H 22.2927 19.3427 10.5132  C157 1.081
167 H 23.1197 16.8766 9.3527  C159 1.038
168 H 24.1258 16.0442 10.4233  C159 1.065
169 H 24.5780 17.6704 9.6986  C159 1.129
170 H 23.1242 21.3472 12.6576  N160 1.056
171 H 21.5498 21.2044 13.1579  N160 1.015
172 C 23.8018 22.3636 21.2753  C173 1.538, H178 1.106, H179 1.078, H180 1.120
173 C 23.4630 21.4924 20.0543  C172 1.538, C174 1.509, N177 1.488, H181 1.094
174 C 24.2989 20.2380 19.9763  C173 1.509, O175 1.360, H182 1.074, H183 1.103
175 O 24.2525 19.5108 21.1245  C174 1.360, C176 1.468
176 C 25.1672 18.3720 21.2675  O175 1.468, H184 1.064, H185 1.121, H186 1.089
177 N 21.9808 21.4562 19.9290  C173 1.488, H187 1.062, H188 1.012
178 H 22.9920 23.1073 21.3990  C172 1.106
179 H 24.7017 22.9119 21.0502  C172 1.078
180 H 23.9184 21.7818 22.2254  C172 1.120
181 H 23.7553 22.1280 19.2133  C173 1.094
182 H 25.3019 20.6044 19.8653  C174 1.074
183 H 24.0487 19.6415 19.0829  C174 1.103
184 H 25.2047 18.0522 22.2812  C176 1.064
185 H 26.2138 18.7101 21.0510  C176 1.121
186 H 24.8961 17.6039 20.5449  C176 1.089
187 H 21.4441 20.9832 20.7135  N177 1.062
188 H 21.6602 20.9313 19.1252  N177 1.012
189 C 18.0954 22.4169 16.7660  C190 1.588, H195 1.104, H196 1.105, H197 1.124
190 C 19.4261 21.6815 17.2231  C189 1.588, C191 1.546, N194 1.486, H198 1.136
191 C 19.9014 20.4684 16.3904  C190 1.546, O192 1.391, H199 1.110, H200 1.095
192 O 20.9367 19.9223 17.1421  C191 1.391, C193 1.438
193 C 21.7252 18.8928 16.5209  O192 1.438, H201 1.101, H202 1.097, H203 1.085
194 N 20.5631 22.6373 17.1934  C190 1.486, H204 1.041, H205 0.996
195 H 17.8291 23.3510 17.2911  C189 1.104
196 H 17.1910 21.7816 16.7749  C189 1.105
197 H 18.4090 22.6617 15.7150  C189 1.124
198 H 19.3688 21.2333 18.2655  C190 1.136
199 H 20.2393 20.7443 15.3692  C191 1.110
200 H 19.0875 19.7422 16.2975  C191 1.095
201 H 21.0080 18.2511 15.9860  C193 1.101
202 H 22.2563 18.3375 17.3043  C193 1.097
203 H 22.4587 19.3064 15.8363  C193 1.085
204 H 21.4201 22.1283 17.4952  N194 1.041
205 H 20.4035 23.4261 17.7803  N194 0.996
206 C 19.2106 23.7217 10.5196  C207 1.511, H212 1.079, H213 1.094, H214 1.105
207 C 19.5621 22.4893 11.3191  C206 1.511, C208 1.560, N211 1.466, H215 1.075
208 C 18.7474 22.2332 12.6241  C207 1.560, O209 1.431, H216 1.097, H217 1.151
209 O 17.5330 21.5977 12.2139  C208 1.431, C210 1.400
210 C 16.6875 21.3645 13.3054  O209 1.400, H218 1.118, H219 1.123, H220 1.057
211 N 19.5716 21.3411 10.4073  C207 1.466, H221 0.996, H222 1.031
212 H 18.1573 23.7965 10.2983  C206 1.079
213 H 19.8097 23.7107 9.6049  C206 1.094
214 H 19.4317 24.7018 10.9805  C206 1.105
215 H 20.5625 22.6708 11.6698  C207 1.075
216 H 18.5317 23.1728 13.1465  C208 1.097
217 H 19.3215 21.5726 13.3720  C208 1.151
218 H 16.4299 22.3505 13.7647  C210 1.118
219 H 17.1885 20.8254 14.1533  C210 1.123
220 H 15.7995 20.8784 13.0029  C210 1.057
221 H 18.8016 20.7266 10.5516  N211 0.996
222 H 20.4405 20.8397 10.6432  N211 1.031
223 C 23.7784 22.0816 16.0787  C224 1.564, H229 1.095, H230 1.122, H231 1.122
224 C 24.8425 22.4212 14.9833  C223 1.564, C225 1.492, N228 1.498, H232 1.086
225 C 25.6486 21.1884 14.7475  C224 1.492, O226 1.423, H233 1.115, H234 1.113
226 O 26.5156 21.0491 15.8674  C225 1.423, C227 1.416
227 C 26.9510 19.7123 16.0351  O226 1.416, H235 1.106, H236 1.068, H237 1.113
228 N 24.0992 22.8725 13.7637  C224 1.498, H238 0.990, H239 0.996
229 H 22.9125 21.6044 15.6091  C223 1.095
230 H 23.4241 22.9240 16.7293  C223 1.122
231 H 24.4067 21.5012 16.8048  C223 1.122
232 H 25.5427 23.1670 15.3481  C224 1.086
233 H 26.3336 21.4377 13.9034  C225 1.115
234 H 25.1192 20.2112 14.6821  C225 1.113
235 H 26.1585 19.0295 16.3944  C227 1.106
236 H 27.7634 19.7528 16.7266  C227 1.068
237 H 27.3621 19.2048 15.1344  C227 1.113
238 H 24.7115 23.1994 13.0581  N228 0.990
239 H 23.3223 23.4887 13.8623  N228 0.996
240 C 12.9799 23.3283 13.1200  C241 1.524, H246 1.085, H247 1.121, H248 1.085
241 C 13.0475 23.0511 14.6172  C240 1.524, C242 1.529, N245 1.454, H249 1.130
242 C 13.8478 24.1819 15.2646  C241 1.529, O243 1.367, H250 1.070, H251 1.059
243 O 15.1615 24.1686 14.8877  C242 1.367, C244 1.417
244 C 15.9129 25.1856 15.5277  O243 1.417, H252 1.101, H253 1.099, H254 1.076
245 N 11.7447 23.1509 15.2548  C241 1.454, H255 1.027, H256 1.041
246 H 12.2501 22.6812 12.6451  C240 1.085
247 H 13.9962 23.1482 12.6830  C240 1.121
248 H 12.7262 24.3567 12.8859  C240 1.085
249 H 13.5989 22.0817 14.7988  C241 1.130
250 H 13.7012 24.0644 16.3181  C242 1.070
251 H 13.3580 25.0880 15.0198  C242 1.059
252 H 16.9766 24.9342 15.3943  C244 1.101
253 H 15.7002 25.2235 16.6054  C244 1.099
254 H 15.6830 26.1107 15.0295  C244 1.076
255 H 11.9087 22.9897 16.2557  N245 1.027
256 H 11.1177 22.4132 14.8729  N245 1.041
257 C 21.5215 25.9878 14.9344  C258 1.479, H260 1.055, H261 1.082, H262 1.065
258 C 20.5587 24.9138 14.6071  C257 1.479, O259 1.464, H263 1.122, H264 1.117
259 O 21.2650 23.6340 14.5264  C258 1.464, H265 0.965
260 H 21.0159 26.8963 15.1142  C257 1.055
261 H 22.2284 26.1353 14.1285  C257 1.082
262 H 22.0429 25.7230 15.8243  C257 1.065
263 H 19.8956 24.9996 13.7060  C258 1.122
264 H 19.8452 24.8477 15.4644  C258 1.117
265 H 21.1529 23.1120 15.3302  O259 0.965

## Properties
spin multiplicity	1
E_tot	-4680.695559	hartree
HOMO-LUMO gap	8.983	eV
LUMO energy	0.019	hartree
net charge	0